1.
ORCA calculation (the ωB97M-V functional and the def2-TZVPD basis) on a molecular structure, C24H42NOP3Ti in a non-equilibrium geometry.

```
! RIJCOSX wB97M-V def2-TZVPD def2/J DEFGRID3
* xyz 3 2
Ti 0.160 -0.393 -0.315
P 2.559 -0.800 -1.467
P -0.441 1.505 -1.862
P 0.416 -1.386 2.183
H -4.104 0.548 -2.078
C -4.465 -0.069 -1.147
C -4.075 0.266 0.098
H -3.859 1.309 0.364
C 1.994 -1.202 -3.186
C 3.628 0.638 -1.700
C 3.357 -2.196 -0.559
C -1.866 2.582 -1.481
C 0.873 2.757 -1.641
C -0.570 1.328 -3.671
C -0.863 -0.986 3.464
C 1.859 -0.761 3.122
C 0.574 -3.196 2.304
H -4.890 -1.044 -1.364
H -3.952 -0.441 0.871
H 1.990 -2.274 -3.406
H 2.539 -0.681 -3.932
H 0.963 -0.920 -3.210
H 4.694 0.378 -1.683
H 3.452 1.345 -0.871
H 3.485 1.224 -2.636
H 4.256 -2.548 -1.043
H 2.649 -2.997 -0.505
H 3.486 -1.897 0.468
H -1.853 3.370 -2.249
H -1.727 3.035 -0.492
H -2.825 2.044 -1.505
H 0.452 3.686 -2.041
H 1.744 2.455 -2.221
H 1.148 2.920 -0.595
H -0.930 2.280 -4.077
H -1.289 0.529 -3.903
H 0.406 1.085 -4.104
H -0.701 -1.518 4.417
H -1.861 -1.233 3.074
H -0.822 0.085 3.666
H 2.059 -1.326 4.046
H 1.606 0.276 3.385
H 2.741 -0.772 2.465
H 0.608 -3.577 3.338
H 1.465 -3.543 1.742
H -0.336 -3.566 1.827
C -1.202 -2.922 -1.389
C -0.807 -3.648 -2.550
C -1.150 -5.007 -2.679
C -1.859 -5.681 -1.650
C -2.100 -5.028 -0.440
C -1.757 -3.662 -0.318
O -1.018 -1.617 -1.105
H 1.282 -1.450 -0.826
H -0.293 -3.152 -3.393
H -0.884 -5.577 -3.585
H -2.243 -6.713 -1.791
H -2.628 -5.482 0.384
H -1.952 -3.086 0.599
N -0.039 1.179 1.030
C -0.121 2.208 1.596
C 0.012 3.414 2.295
C 0.362 3.435 3.649
C 0.611 4.634 4.318
C 0.497 5.843 3.675
C 0.108 5.852 2.369
C -0.139 4.672 1.654
H 0.435 2.498 4.203
H 0.905 4.622 5.363
H 0.704 6.805 4.217
H -0.009 6.815 1.855
H -0.450 4.728 0.626
*
```

Calculated values
Orbital gap (spin up / spin down) in eV: 5.1 / 4.4
<S²>: 0.761
HOMO energy (spin up / spin down) in eV: -16.163 / -16.183

Population analysis type Mulliken, resulting atomic charges in e: atom 1 (Ti): -0.9560, atom 2 (P): 1.0608, atom 3 (P): 1.2312, atom 4 (P): 0.6772, atom 5 (H): 0.1734, atom 6 (C): -0.5009, atom 7 (C): -0.5631, atom 8 (H): 0.3235, atom 9 (C): -1.0361, atom 10 (C): -1.3497, atom 11 (C): -1.0848, atom 12 (C): -0.8120, atom 13 (C): -1.2470, atom 14 (C): -1.3638, atom 15 (C): -1.0903, atom 16 (C): -0.9058, atom 17 (C): -1.0980, atom 18 (H): 0.3325, atom 19 (H): 0.3506, atom 20 (H): 0.4017, atom 21 (H): 0.5203, atom 22 (H): 0.1048, atom 23 (H): 0.4848, atom 24 (H): 0.4023, atom 25 (H): 0.4863, atom 26 (H): 0.5313, atom 27 (H): 0.4532, atom 28 (H): 0.3210, atom 29 (H): 0.5370, atom 30 (H): 0.0744, atom 31 (H): 0.0137, atom 32 (H): 0.4634, atom 33 (H): 0.2699, atom 34 (H): 0.2964, atom 35 (H): 0.4518, atom 36 (H): 0.4195, atom 37 (H): 0.3815, atom 38 (H): 0.4679, atom 39 (H): 0.3313, atom 40 (H): 0.2544, atom 41 (H): 0.4672, atom 42 (H): 0.2024, atom 43 (H): 0.2422, atom 44 (H): 0.4821, atom 45 (H): 0.3348, atom 46 (H): 0.2477, atom 47 (C): 0.1688, atom 48 (C): -0.2226, atom 49 (C): -0.7452, atom 50 (C): -0.4987, atom 51 (C): -0.9151, atom 52 (C): -0.3675, atom 53 (O): 0.2934, atom 54 (H): 0.5443, atom 55 (H): 0.4016, atom 56 (H): 0.4138, atom 57 (H): 0.4111, atom 58 (H): 0.4382, atom 59 (H): 0.8571, atom 60 (N): 0.0368, atom 61 (C): 0.1063, atom 62 (C): 0.7590, atom 63 (C): -0.2838, atom 64 (C): -0.7410, atom 65 (C): -0.4378, atom 66 (C): -0.7267, atom 67 (C): -0.2473, atom 68 (H): 0.3519, atom 69 (H): 0.4214, atom 70 (H): 0.4024, atom 71 (H): 0.3946, atom 72 (H): 0.4001

=====

2.
ORCA calculation (the ωB97M-V functional and the def2-TZVPD basis) on 6 unconnected molecules or ions with the total composition C24H42O12 in a non-equilibrium geometry.

```
! RIJCOSX wB97M-V def2-TZVPD def2/J DEFGRID3
* xyz 0 1
O 7.821 -3.772 -2.827
C 7.229 -3.618 -3.886
O 5.998 -4.149 -4.217
C 5.484 -5.224 -3.347
C 4.311 -6.026 -4.084
C 7.659 -2.575 -4.951
H 5.152 -4.777 -2.410
H 6.338 -5.879 -3.177
H 3.998 -6.795 -3.378
H 4.829 -6.333 -4.992
H 3.436 -5.442 -4.367
H 8.096 -3.019 -5.846
H 8.255 -1.741 -4.580
H 6.783 -2.085 -5.374
O -0.371 3.864 -4.345
C -0.652 4.291 -5.388
O -0.014 5.233 -6.110
C 1.005 5.996 -5.430
C 0.312 7.141 -4.682
C -1.911 3.800 -6.108
H 1.748 6.396 -6.119
H 1.597 5.441 -4.702
H 1.046 7.874 -4.348
H -0.213 6.719 -3.825
H -0.567 7.626 -5.109
H -1.678 3.418 -7.102
H -2.660 4.561 -6.326
H -2.387 3.016 -5.520
O -6.506 5.113 10.892
C -6.232 5.972 10.118
O -5.487 5.645 9.021
C -5.068 4.354 8.631
C -5.256 4.125 7.135
C -6.947 7.358 10.086
H -5.595 3.597 9.213
H -3.995 4.234 8.781
H -6.331 4.059 6.968
H -4.831 3.226 6.690
H -4.830 5.004 6.650
H -6.857 7.889 9.139
H -6.654 8.050 10.875
H -8.009 7.294 10.323
O -1.699 -4.785 8.284
C -0.850 -3.936 8.626
O -0.982 -2.634 8.348
C 0.137 -1.870 8.824
C 0.640 -2.668 10.046
C 0.395 -4.182 9.524
H -0.131 -0.860 9.133
H 0.742 -1.920 7.919
H 0.097 -2.558 10.985
H 1.653 -2.323 10.253
H 0.072 -4.892 10.285
H 1.232 -4.529 8.917
O 0.825 -1.392 -1.074
C 1.061 -0.432 -0.373
O 0.081 0.140 0.451
C 0.618 1.213 1.184
C 1.969 1.640 0.524
C 2.285 0.463 -0.405
H 0.820 0.954 2.224
H -0.020 2.096 1.218
H 2.801 1.842 1.200
H 1.844 2.544 -0.073
H 3.171 -0.119 -0.150
H 2.536 0.738 -1.430
O -0.204 -7.334 -9.994
C -0.717 -6.394 -9.407
O 0.092 -5.507 -8.751
C -0.630 -4.373 -8.295
C -2.113 -4.603 -8.579
C -2.209 -5.916 -9.381
H -0.339 -3.469 -8.831
H -0.552 -4.276 -7.212
H -2.621 -3.775 -9.074
H -2.600 -4.545 -7.605
H -2.490 -5.679 -10.407
H -2.958 -6.525 -8.873
*
```

Calculated values
SMILES: CCOC(C)=O.CCOC(C)=O.CCOC(C)=O.O=C1CCCO1.O=C1CCCO1.O=C1CCCO1
Orbital gap in eV: 10.6
HOMO energy in eV: -10.110

Population analysis type Mulliken, resulting atomic charges in e: atom 1 (O): -0.5450, atom 2 (C): 0.7151, atom 3 (O): -0.2915, atom 4 (C): -0.2735, atom 5 (C): -1.0533, atom 6 (C): -1.0293, atom 7 (H): 0.3187, atom 8 (H): 0.3163, atom 9 (H): 0.3442, atom 10 (H): 0.2970, atom 11 (H): 0.2942, atom 12 (H): 0.2768, atom 13 (H): 0.3090, atom 14 (H): 0.3217, atom 15 (O): -0.5025, atom 16 (C): 0.7279, atom 17 (O): -0.3624, atom 18 (C): -0.1747, atom 19 (C): -1.1195, atom 20 (C): -1.0242, atom 21 (H): 0.3446, atom 22 (H): 0.2603, atom 23 (H): 0.3409, atom 24 (H): 0.2957, atom 25 (H): 0.3245, atom 26 (H): 0.2963, atom 27 (H): 0.2790, atom 28 (H): 0.3136, atom 29 (O): -0.5374, atom 30 (C): 0.7393, atom 31 (O): -0.3415, atom 32 (C): -0.2111, atom 33 (C): -1.0926, atom 34 (C): -0.9454, atom 35 (H): 0.3221, atom 36 (H): 0.2611, atom 37 (H): 0.2929, atom 38 (H): 0.3582, atom 39 (H): 0.2764, atom 40 (H): 0.2849, atom 41 (H): 0.2851, atom 42 (H): 0.3081, atom 43 (O): -0.6022, atom 44 (C): 0.5674, atom 45 (O): -0.3364, atom 46 (C): -0.3558, atom 47 (C): -0.5297, atom 48 (C): -0.4432, atom 49 (H): 0.2847, atom 50 (H): 0.2780, atom 51 (H): 0.2702, atom 52 (H): 0.3282, atom 53 (H): 0.2820, atom 54 (H): 0.2568, atom 55 (O): -0.5608, atom 56 (C): 0.4685, atom 57 (O): -0.3452, atom 58 (C): -0.3650, atom 59 (C): -0.4466, atom 60 (C): -0.3485, atom 61 (H): 0.2319, atom 62 (H): 0.3139, atom 63 (H): 0.3159, atom 64 (H): 0.2110, atom 65 (H): 0.2564, atom 66 (H): 0.2690, atom 67 (O): -0.5699, atom 68 (C): 0.4670, atom 69 (O): -0.3306, atom 70 (C): -0.3115, atom 71 (C): -0.5474, atom 72 (C): -0.3004, atom 73 (H): 0.2373, atom 74 (H): 0.2851, atom 75 (H): 0.3137, atom 76 (H): 0.2522, atom 77 (H): 0.2438, atom 78 (H): 0.2605

=====

3.
ORCA calculation (the ωB97M-V functional and the def2-TZVPD basis) on a molecular structure, C24H43BiClP2 in a non-equilibrium geometry.

```
! RIJCOSX wB97M-V def2-TZVPD def2/J DEFGRID3
* xyz 1 1
Bi 0.087 0.711 1.916
C -3.422 1.489 2.285
C -3.572 0.093 2.031
C -2.635 0.335 4.132
C -2.856 1.639 3.594
C -3.079 -0.621 3.162
C -3.769 2.602 1.357
H -3.757 2.280 0.306
H -3.073 3.447 1.450
H -4.781 2.984 1.573
C -2.509 2.918 4.267
H -2.584 3.770 3.580
H -1.479 2.906 4.656
H -3.182 3.104 5.120
C -2.010 0.032 5.449
H -2.741 0.167 6.263
H -1.153 0.687 5.667
H -1.642 -1.002 5.498
C -3.033 -2.099 3.320
H -3.928 -2.458 3.858
H -2.153 -2.425 3.891
H -3.004 -2.610 2.349
C -4.151 -0.515 0.803
H -5.223 -0.728 0.941
H -3.661 -1.462 0.549
H -4.055 0.152 -0.059
C 2.777 0.810 -3.832
C 1.559 0.847 -4.401
C 0.997 -0.173 -5.331
C 1.564 -1.625 -5.239
C 1.586 -2.223 -3.873
C 2.594 -2.173 -2.988
C 3.872 -1.419 -3.152
C 3.851 -0.186 -4.108
H 1.127 0.172 -6.373
H 2.527 -1.682 -5.770
H -0.093 -0.250 -5.178
H 3.899 -0.522 -5.155
H 3.085 1.640 -3.186
H 0.953 1.755 -4.296
H 4.800 0.345 -3.915
H 4.198 -1.042 -2.169
H 2.522 -2.768 -2.068
H 4.672 -2.103 -3.491
H 0.857 -2.241 -5.821
H 0.697 -2.823 -3.638
P 0.824 1.237 -0.494
C 1.556 2.875 -0.628
C -0.451 1.080 -1.785
P 1.109 -1.344 0.618
C 1.868 -0.275 -0.709
C 0.030 -2.491 -0.291
C 2.184 -2.366 1.649
H 1.961 3.219 0.345
H 0.733 3.545 -0.930
H 2.339 2.830 -1.404
H 0.033 0.945 -2.760
H -1.019 2.021 -1.791
H -1.144 0.237 -1.631
H 2.968 -2.816 1.029
H 1.546 -3.155 2.080
H 2.644 -1.801 2.481
H 2.968 -0.101 -0.613
H 1.607 -0.652 -1.723
H -0.298 -3.258 0.425
H 0.559 -2.984 -1.119
H -0.867 -2.000 -0.701
Cl 1.903 2.886 3.568
C 1.844 1.149 3.292
H 1.625 0.649 4.246
H 2.799 0.832 2.872
*
```

Calculated values
Orbital gap (spin up / spin down) in eV: 4.4 / 4.4
HOMO energy (spin up / spin down) in eV: -8.137 / -8.138

Population analysis type Mulliken, resulting atomic charges in e: atom 1 (Bi): 0.5833, atom 2 (C): 0.4735, atom 3 (C): 0.4069, atom 4 (C): 0.3215, atom 5 (C): 0.3753, atom 6 (C): 0.5458, atom 7 (C): -1.5874, atom 8 (H): 0.3487, atom 9 (H): 0.3720, atom 10 (H): 0.2758, atom 11 (C): -1.2832, atom 12 (H): 0.3503, atom 13 (H): 0.2443, atom 14 (H): 0.3145, atom 15 (C): -1.3565, atom 16 (H): 0.3115, atom 17 (H): 0.2845, atom 18 (H): 0.3400, atom 19 (C): -1.5063, atom 20 (H): 0.2848, atom 21 (H): 0.3503, atom 22 (H): 0.3351, atom 23 (C): -1.4898, atom 24 (H): 0.2878, atom 25 (H): 0.3090, atom 26 (H): 0.3309, atom 27 (C): 0.0910, atom 28 (C): -0.9277, atom 29 (C): -0.6134, atom 30 (C): -1.1078, atom 31 (C): 0.1127, atom 32 (C): -0.8085, atom 33 (C): -0.5300, atom 34 (C): -1.1834, atom 35 (H): 0.3616, atom 36 (H): 0.3253, atom 37 (H): 0.3235, atom 38 (H): 0.3360, atom 39 (H): 0.3890, atom 40 (H): 0.8018, atom 41 (H): 0.4512, atom 42 (H): 0.2672, atom 43 (H): 0.7017, atom 44 (H): 0.4389, atom 45 (H): 0.4190, atom 46 (H): 0.3753, atom 47 (P): 0.3471, atom 48 (C): -1.0440, atom 49 (C): -0.6209, atom 50 (P): 0.4959, atom 51 (C): 0.7540, atom 52 (C): -1.0387, atom 53 (C): -1.1871, atom 54 (H): 0.3255, atom 55 (H): 0.4260, atom 56 (H): 0.2811, atom 57 (H): -0.2650, atom 58 (H): 0.5450, atom 59 (H): 0.1961, atom 60 (H): 0.4101, atom 61 (H): 0.4190, atom 62 (H): 0.3187, atom 63 (H): 0.4977, atom 64 (H): -1.1536, atom 65 (H): 0.4995, atom 66 (H): 0.2762, atom 67 (H): 0.2145, atom 68 (Cl): -0.1369, atom 69 (C): -0.8878, atom 70 (H): 0.4377, atom 71 (H): 0.4436

=====

4.
ORCA calculation (the ωB97M-V functional and the def2-TZVPD basis) on a molecular structure, C24H43BrIrP2 in a non-equilibrium geometry.

```
! RIJCOSX wB97M-V def2-TZVPD def2/J DEFGRID3
* xyz 2 6
Ir -0.884 3.183 -2.115
C 0.555 1.117 1.486
C -0.878 1.094 1.581
C -0.154 -1.053 1.238
C 1.009 -0.216 1.342
C -1.312 -0.225 1.300
C 1.452 2.239 1.757
H 0.963 3.209 1.731
H 2.306 2.271 1.070
H 1.854 2.093 2.768
C 2.384 -0.663 1.565
H 3.089 0.114 1.250
H 2.543 -1.588 1.016
H 2.563 -0.846 2.636
C -0.139 -2.513 1.355
H 0.075 -2.803 2.408
H 0.661 -2.929 0.711
H -1.131 -2.914 1.090
C -2.721 -0.659 1.391
H -2.897 -0.884 2.453
H -2.975 -1.555 0.816
H -3.444 0.125 1.119
C -1.816 2.154 2.002
H -2.038 2.080 3.082
H -2.757 2.056 1.442
H -1.411 3.147 1.794
C 0.093 4.210 -4.118
C -0.045 4.897 -2.775
C -1.068 6.022 -2.617
C -2.508 5.333 -2.445
C -2.705 3.870 -2.302
C -2.547 2.905 -3.418
C -2.347 3.519 -4.780
C -1.073 4.366 -5.062
H -1.091 6.760 -3.463
H -3.078 5.634 -3.330
H -0.822 6.622 -1.711
H -1.384 5.425 -5.109
H 1.062 4.412 -4.621
H 0.965 5.259 -2.450
H -0.725 4.109 -6.073
H -2.405 2.720 -5.539
H -3.379 2.175 -3.507
H -3.220 4.166 -5.016
H -2.903 5.725 -1.491
H -3.243 3.485 -1.387
P 0.616 2.531 -3.585
P -1.671 0.220 -2.306
C 0.071 1.142 -4.558
C -1.132 0.242 -4.094
H 1.035 0.612 -4.570
H -0.090 1.560 -5.570
H -2.017 0.475 -4.695
H -0.870 -0.809 -4.270
C -1.619 -1.578 -1.938
H -1.742 -1.744 -0.869
H -0.674 -2.025 -2.243
H -2.443 -2.071 -2.458
C -3.510 0.372 -2.017
H -3.982 0.037 -2.941
H -3.818 1.386 -1.759
H -3.812 -0.289 -1.202
C 2.211 2.871 -2.858
H 2.223 2.864 -1.754
H 2.584 3.846 -3.215
H 2.846 2.064 -3.246
C -0.179 4.097 -0.399
H -0.431 3.842 0.620
H -0.527 5.123 -0.578
H 0.905 3.942 -0.532
Br 0.862 0.250 -1.666
*
```

Calculated values
Orbital gap (spin up / spin down) in eV: 7.6 / 6.2
<S²>: 8.768
HOMO energy (spin up / spin down) in eV: -12.853 / -14.114

Population analysis type Mulliken, resulting atomic charges in e: atom 1 (Ir): 1.3558, atom 2 (C): 1.9213, atom 3 (C): 0.3833, atom 4 (C): 1.3543, atom 5 (C): -0.4859, atom 6 (C): 0.9772, atom 7 (C): -2.2419, atom 8 (H): 0.5703, atom 9 (H): 0.3685, atom 10 (H): 0.4372, atom 11 (C): -1.6038, atom 12 (H): 0.3886, atom 13 (H): 0.4426, atom 14 (H): 0.3468, atom 15 (C): -1.8166, atom 16 (H): 0.3666, atom 17 (H): 0.4298, atom 18 (H): 0.4049, atom 19 (C): -1.9075, atom 20 (H): 0.4297, atom 21 (H): 0.4564, atom 22 (H): 0.3633, atom 23 (C): -1.5121, atom 24 (H): 0.3665, atom 25 (H): 0.2827, atom 26 (H): 0.4550, atom 27 (C): -0.9512, atom 28 (C): -0.1081, atom 29 (C): -1.3236, atom 30 (C): -1.1305, atom 31 (C): -0.5578, atom 32 (C): 0.1874, atom 33 (C): -1.4411, atom 34 (C): -1.1777, atom 35 (H): 0.3727, atom 36 (H): 0.4050, atom 37 (H): 0.4138, atom 38 (H): 0.3239, atom 39 (H): 0.7338, atom 40 (H): 0.4795, atom 41 (H): 0.5234, atom 42 (H): 0.3087, atom 43 (H): 0.5079, atom 44 (H): 0.6034, atom 45 (H): 0.3794, atom 46 (H): 0.5099, atom 47 (P): 0.4663, atom 48 (P): 1.0742, atom 49 (C): -0.9573, atom 50 (C): -1.0555, atom 51 (H): 0.5898, atom 52 (H): 0.5793, atom 53 (H): 0.4506, atom 54 (H): 0.5594, atom 55 (C): -1.0525, atom 56 (H): -0.0746, atom 57 (H): 0.5206, atom 58 (H): 0.5573, atom 59 (C): -1.6639, atom 60 (H): 0.5166, atom 61 (H): 0.2194, atom 62 (H): 0.4169, atom 63 (C): -0.9979, atom 64 (H): 0.1248, atom 65 (H): 0.5015, atom 66 (H): 0.4847, atom 67 (C): -1.0563, atom 68 (H): -0.5618, atom 69 (H): 0.5589, atom 70 (H): 0.4635, atom 71 (Br): -0.2553